Entry 1:
Molecular formula: H7O4
Method: DFT, wB97M-V/def2-TZVPD

Each atom is followed by the atoms it is bonded to, with distances in Å.
Geometry (Å):
1 O 0.491 0.052 -0.588  H2 0.962
2 H 1.029 -0.620 -1.019  O1 0.962
3 O 0.431 -1.476 1.630  H4 1.011, H5 0.959
4 H 0.367 -0.802 0.880  O3 1.011
5 H -0.036 -2.184 1.183  O3 0.959
6 O 1.964 1.661 0.545  H7 0.968, H8 1.143
7 H 2.556 1.681 -0.221  O6 0.968
8 H 1.224 0.935 0.063  O6 1.143
9 O -2.951 0.186 -1.102  H10 0.961, H11 0.970
10 H -3.078 0.549 -0.221  O9 0.961
11 H -1.997 0.019 -1.150  O9 0.970

Properties
Total charge ... -1
HOMO-LUMO gap ... 8.92 eV
Multiplicity ... 1
HOMO ... -4.62 eV
E_tot ... -8304.65769 eV

Entry 2:
Molecular formula: H7O4
Method: DFT, wB97M-V/def2-TZVPD

Each atom is followed by the atoms it is bonded to, with distances in Å.
Geometry (Å):
1 O 0.015 0.200 0.807  H2 1.023
2 H -0.134 0.308 1.813  O1 1.023
3 O 2.234 1.294 -1.274  H4 0.949, H5 0.885
4 H 1.440 1.513 -0.802  O3 0.949
5 H 2.202 0.415 -1.363  O3 0.885
6 O -2.462 0.101 0.780  H7 0.935, H8 1.033
7 H -2.778 0.788 0.230  O6 0.935
8 H -1.431 0.157 0.739  O6 1.033
9 O 0.254 -1.640 -0.749  H10 0.982, H11 0.996
10 H 0.154 -0.863 -0.157  O9 0.982
11 H 0.505 -2.274 -0.023  O9 0.996

Properties
Total charge ... -1
HOMO-LUMO gap ... 9.33 eV
Multiplicity ... 1
HOMO ... -4.60 eV
E_tot ... -8304.33464 eV

Entry 3:
Molecular formula: H7PSi2
Method: DFT, wB97M-V/def2-TZVPD

Each atom is followed by the atoms it is bonded to, with distances in Å.
Geometry (Å):
1 Si -1.804 -0.082 -0.256  P3 2.234, H4 1.571, H5 1.498, H6 1.508
2 Si 1.818 0.029 -0.390  P3 2.261, H7 1.565, H8 1.458, H9 1.496
3 P -0.011 1.017 0.499  Si1 2.234, Si2 2.261
4 H -2.316 0.860 -1.404  Si1 1.571
5 H -2.788 -0.209 0.866  Si1 1.498
6 H -0.966 -1.274 -0.647  Si1 1.508
7 H 3.090 0.734 0.189  Si2 1.565
8 H 1.857 -1.199 0.395  Si2 1.458
9 H 1.652 -0.062 -1.875  Si2 1.496
10 H -0.532 0.186 2.624  no bonds

Properties
HOMO-LUMO gap (spin up / spin down) ... 7.71 / 7.38 eV
Multiplicity ... 1
HOMO (spin up / spin down) ... -8.63 / -8.61 eV
E_tot ... -25152.75734 eV

Entry 4:
Molecular formula: H80O40
Method: DFT, wB97M-V/def2-TZVPD

Each atom is followed by the atoms it is bonded to, with distances in Å.
Geometry (Å):
1 H -1.258 -3.510 4.040  O3 0.950
2 H -1.358 -2.215 4.333  O3 0.939
3 O -1.863 -2.813 3.815  H1 0.950, H2 0.939
4 H 4.227 0.458 5.126  O6 0.840
5 H 4.259 0.791 3.697  O6 0.870
6 O 4.671 0.530 4.417  H4 0.840, H5 0.870
7 H -0.140 -2.043 -1.426  O9 0.991
8 H -0.064 -2.666 -0.140  O9 1.060
9 O -0.834 -2.419 -0.826  H7 0.991, H8 1.060
10 H -1.174 1.098 3.259  O12 0.925
11 H -1.455 1.263 4.600  O12 0.907
12 O -0.979 1.680 3.950  H10 0.925, H11 0.907
13 H 0.206 3.258 2.523  O15 0.928
14 H -0.982 2.622 1.599  O15 0.974
15 O -0.176 3.161 1.683  H13 0.928, H14 0.974
16 H 3.520 -0.015 0.813  O17 0.883
17 O 3.216 -0.725 0.384  H16 0.883, H95 0.935
18 H -0.337 -0.380 4.657  O19 0.956
19 O 0.192 -1.148 4.869  H18 0.956, H97 1.021
20 H 2.484 0.294 -1.796  O22 1.022
21 H 3.059 -1.083 -2.365  O22 0.965
22 O 2.682 -0.240 -2.645  H20 1.022, H21 0.965
23 H 0.646 1.429 5.537  O25 0.989
24 H 2.229 1.154 6.164  O25 0.976
25 O 1.259 1.169 6.268  H23 0.989, H24 0.976
26 H -0.252 -1.803 -4.108  O28 0.996
27 H 0.022 -3.287 -4.783  O28 0.982
28 O 0.338 -2.604 -4.152  H26 0.996, H27 0.982
29 H -3.748 -0.561 -5.638  O31 0.914
30 H -2.323 -0.495 -5.715  O31 1.027
31 O -3.111 -1.034 -6.093  H29 0.914, H30 1.027
32 H -2.638 4.865 -3.376  O33 0.902
33 O -2.863 4.157 -3.889  H32 0.902, H98 0.864
34 H 5.440 -3.233 0.837  O36 0.999
35 H 6.144 -2.108 1.108  O36 0.995
36 O 6.321 -2.888 0.517  H34 0.999, H35 0.995
37 H -2.499 -2.313 1.869  O39 0.936
38 H -1.983 -2.655 0.380  O39 0.949
39 O -2.684 -2.657 1.019  H37 0.936, H38 0.949
40 H 1.354 -0.501 2.242  O42 0.980
41 H 0.698 -1.650 1.416  O42 0.962
42 O 0.595 -0.727 1.664  H40 0.980, H41 0.962
43 H 1.673 -1.327 -4.487  O45 0.921
44 H 3.001 -1.564 -5.383  O45 0.940
45 O 2.467 -1.767 -4.637  H43 0.921, H44 0.940
46 H -2.733 1.573 -2.786  O48 0.990
47 H -2.870 2.013 -1.421  O48 0.921
48 O -2.206 1.991 -2.059  H46 0.990, H47 0.921
49 H -3.811 0.615 4.243  O51 0.837
50 H -3.695 -0.616 5.120  O51 0.936
51 O -3.448 0.261 4.909  H49 0.837, H50 0.936
52 H -5.624 0.970 1.301  O53 1.014
53 O -4.943 0.714 2.008  H52 1.014, H94 0.976
54 H 3.864 4.112 2.262  O56 0.981
55 H 2.487 3.657 2.192  O56 0.937
56 O 3.346 3.292 2.110  H54 0.981, H55 0.937
57 H 4.152 1.731 1.071  O58 0.836
58 O 4.785 1.282 1.383  H57 0.836, H96 0.999
59 H 4.420 1.960 -4.059  O61 0.967
60 H 2.952 1.936 -3.485  O61 0.870
61 O 3.518 2.308 -4.032  H59 0.967, H60 0.870
62 H 3.867 -3.379 -2.357  O64 0.972
63 H 2.756 -4.369 -2.791  O64 0.959
64 O 3.664 -4.321 -2.486  H62 0.972, H63 0.959
65 H 0.020 -4.523 -2.656  O67 1.035
66 H 0.976 -4.794 -3.932  O67 0.973
67 O 0.856 -5.030 -2.995  H65 1.035, H66 0.973
68 H -4.916 4.661 1.620  O70 1.083
69 H -4.895 3.404 2.529  O70 1.039
70 O -5.401 3.694 1.669  H68 1.083, H69 1.039
71 H 0.177 0.240 -3.118  O73 1.148
72 H 1.517 0.298 -3.863  O73 0.969
73 O 0.603 0.277 -4.183  H71 1.148, H72 0.969
74 H -4.230 -1.504 -0.259  O76 0.970
75 H -3.207 -0.857 -0.620  O76 1.036
76 O -4.200 -0.577 -0.539  H74 0.970, H75 1.036
77 H 2.423 -2.398 -0.714  O79 1.017
78 H 2.414 -3.701 0.098  O79 0.957
79 O 1.957 -2.861 0.062  H77 1.017, H78 0.957
80 H 2.619 4.177 -4.450  O82 0.870
81 H 1.941 3.839 -3.169  O82 0.937
82 O 2.484 4.445 -3.634  H80 0.870, H81 0.937
83 H -4.677 1.521 -0.291  O85 1.053
84 H -5.429 2.865 0.182  O85 1.001
85 O -5.465 2.173 -0.541  H83 1.053, H84 1.001
86 H 1.269 2.176 -0.860  O88 1.011
87 H 1.400 2.854 0.479  O88 0.888
88 O 1.903 2.632 -0.219  H86 1.011, H87 0.888
89 H 4.718 -1.126 -2.229  O90 0.947
90 O 4.810 -1.877 -1.660  H89 0.947, H99 0.970
91 H -4.788 -2.185 -2.429  O93 1.008
92 H -3.762 -3.276 -2.029  O93 0.972
93 O -3.803 -2.339 -2.283  H91 1.008, H92 0.972
94 H -4.364 0.069 1.561  O53 0.976
95 H 3.971 -1.215 0.131  O17 0.935
96 H 5.666 1.405 0.928  O58 0.999
97 H 0.274 -0.957 5.869  O19 1.021
98 H -2.762 3.503 -3.333  O33 0.864
99 H 5.495 -2.241 -2.241  O90 0.970
100 O 1.669 -3.073 3.542  H101 1.001, H102 1.020
101 H 1.395 -2.317 4.138  O100 1.001
102 H 1.263 -3.179 2.613  O100 1.020
103 O -3.044 2.459 1.866  H104 1.019, H105 0.916
104 H -3.940 1.983 1.779  O103 1.019
105 H -3.132 2.902 1.069  O103 0.916
106 O -0.137 0.991 -0.658  H107 0.964, H108 1.089
107 H -0.802 0.994 0.040  O106 0.964
108 H 0.427 0.093 -0.409  O106 1.089
109 O -1.764 -5.720 -0.057  H110 0.884, H111 0.953
110 H -2.512 -5.251 -0.007  O109 0.884
111 H -1.064 -5.223 0.358  O109 0.953
112 O -1.673 4.977 0.518  H113 0.940, H114 0.875
113 H -1.321 5.178 -0.330  O112 0.940
114 H -1.104 4.438 0.907  O112 0.875
115 O 2.493 0.970 2.817  H116 0.904, H117 0.953
116 H 1.838 1.185 2.232  O115 0.904
117 H 3.329 1.367 2.590  O115 0.953
118 O -4.975 0.976 -2.991  H119 1.039, H120 1.033
119 H -5.340 0.543 -2.121  O118 1.039
120 H -5.667 1.704 -3.231  O118 1.033

Properties
Total charge ... -1
HOMO-LUMO gap (spin up / spin down) ... 2.27 / 9.71 eV
Multiplicity ... 2
HOMO (spin up / spin down) ... -0.63 / -8.20 eV
E_tot ... -83189.95341 eV

Entry 5:
Molecular formula: H80O40
Method: DFT, wB97M-V/def2-TZVPD

Each atom is followed by the atoms it is bonded to, with distances in Å.
Geometry (Å):
1 H -4.321 1.128 0.892  O3 0.874
2 H -3.181 1.842 0.156  O3 0.980
3 O -3.960 1.911 0.747  H1 0.874, H2 0.980
4 H -4.475 0.577 3.850  O6 1.001
5 H -3.776 -0.516 4.137  O6 0.862
6 O -4.386 -0.100 4.582  H4 1.001, H5 0.862
7 H -4.644 -2.080 -4.661  O9 0.920
8 H -3.845 -1.164 -3.845  O9 0.921
9 O -4.113 -2.043 -3.911  H7 0.920, H8 0.921
10 H -2.210 2.480 -5.148  O12 0.979
11 H -2.154 0.984 -4.604  O12 0.997
12 O -1.972 1.563 -5.395  H10 0.979, H11 0.997
13 H -0.432 -4.797 0.215  O15 0.974
14 H 0.528 -4.761 -0.885  O15 0.998
15 O -0.449 -4.913 -0.752  H13 0.974, H14 0.998
16 H 2.084 1.244 -4.044  O17 1.043
17 O 1.135 1.645 -3.882  H16 1.043, H95 0.913
18 H 0.500 5.218 -1.418  O19 1.006
19 O -0.409 5.585 -1.192  H18 1.006, H97 0.915
20 H -1.519 -0.260 3.446  O22 0.925
21 H -1.536 -1.615 2.582  O22 0.969
22 O -1.111 -0.770 2.791  H20 0.925, H21 0.969
23 H 2.162 -1.080 -2.170  O25 1.036
24 H 3.315 -2.095 -2.083  O25 0.961
25 O 3.113 -1.270 -2.532  H23 1.036, H24 0.961
26 H -1.576 4.281 -3.042  O28 0.951
27 H -2.970 4.670 -2.373  O28 1.003
28 O -2.427 4.668 -3.217  H26 0.951, H27 1.003
29 H -2.171 2.773 4.314  O31 0.983
30 H -2.300 1.274 4.935  O31 1.047
31 O -1.650 2.080 4.776  H29 0.983, H30 1.047
32 H 6.216 -0.747 -0.107  O33 0.903
33 O 6.356 -0.631 0.777  H32 0.903, H98 0.991
34 H -1.210 -1.662 -2.212  O36 0.939
35 H -1.026 -3.085 -1.648  O36 0.965
36 O -0.850 -2.149 -1.494  H34 0.939, H35 0.965
37 H -3.716 5.009 1.481  O39 0.889
38 H -3.934 3.523 0.841  O39 1.041
39 O -4.180 4.254 1.539  H37 0.889, H38 1.041
40 H 2.125 -4.922 3.816  O42 0.989
41 H 1.744 -4.919 2.360  O42 0.945
42 O 2.195 -5.460 2.989  H40 0.989, H41 0.945
43 H 0.241 0.659 -1.387  O45 1.054
44 H -0.326 0.872 -2.984  O45 0.992
45 O -0.586 0.772 -2.031  H43 1.054, H44 0.992
46 H 1.786 -0.715 0.032  O48 0.894
47 H 0.764 -1.907 0.061  O48 0.915
48 O 1.341 -1.362 -0.395  H46 0.894, H47 0.915
49 H 3.816 -1.851 3.649  O51 1.030
50 H 3.845 -3.195 2.945  O51 0.948
51 O 3.828 -2.864 3.833  H49 1.030, H50 0.948
52 H -0.619 3.509 3.483  O53 0.948
53 O 0.290 3.314 3.665  H52 0.948, H94 1.021
54 H -5.124 -3.066 -0.525  O56 1.005
55 H -6.099 -2.420 -1.434  O56 1.040
56 O -5.857 -2.386 -0.424  H54 1.005, H55 1.040
57 H 2.358 -3.848 0.770  O58 0.916
58 O 1.699 -3.439 1.258  H57 0.916, H96 1.058
59 H 0.899 -3.096 -3.532  O61 0.962
60 H 1.022 -2.552 -2.047  O61 1.084
61 O 1.409 -3.290 -2.740  H59 0.962, H60 1.084
62 H -1.971 -5.074 0.748  O64 1.003
63 H -0.857 -5.254 1.808  O64 0.892
64 O -1.574 -4.762 1.615  H62 1.003, H63 0.892
65 H -3.798 2.846 2.388  O67 1.002
66 H -3.246 3.958 3.326  O67 0.983
67 O -3.301 2.980 3.248  H65 1.002, H66 0.983
68 H -4.064 0.783 -2.452  O70 0.949
69 H -2.614 0.507 -2.370  O70 0.885
70 O -3.282 0.573 -2.947  H68 0.949, H69 0.885
71 H 2.378 3.770 -2.240  O73 0.836
72 H 2.896 5.007 -1.701  O73 0.920
73 O 2.265 4.599 -2.231  H71 0.836, H72 0.920
74 H -0.761 -0.555 -5.229  O76 1.009
75 H -1.768 -0.517 -6.337  O76 0.985
76 O -0.909 -0.959 -6.141  H74 1.009, H75 0.985
77 H -3.369 -3.386 -2.804  O79 1.060
78 H -3.423 -2.016 -1.874  O79 1.009
79 O -3.497 -3.020 -1.818  H77 1.060, H78 1.009
80 H -1.681 2.049 -1.630  O82 1.063
81 H -0.996 2.808 -0.527  O82 1.068
82 O -2.002 2.728 -0.879  H80 1.063, H81 1.068
83 H 1.067 -1.306 3.358  O85 0.988
84 H 1.826 -0.018 3.251  O85 1.013
85 O 1.997 -1.015 3.195  H83 0.988, H84 1.013
86 H 1.818 1.659 1.046  O88 0.983
87 H 1.306 3.138 1.310  O88 1.045
88 O 1.705 2.513 0.573  H86 0.983, H87 1.045
89 H 3.628 0.035 -4.232  O90 0.962
90 O 3.475 0.749 -3.606  H89 0.962, H99 1.044
91 H -1.790 4.819 1.784  O93 0.847
92 H -1.110 4.714 0.335  O93 0.945
93 O -1.612 5.133 1.017  H91 0.847, H92 0.945
94 H 0.479 3.373 4.666  O53 1.021
95 H 0.993 1.945 -4.733  O17 0.913
96 H 1.967 -2.542 1.749  O58 1.058
97 H -0.637 6.019 -1.965  O19 0.915
98 H 5.887 -1.356 1.262  O33 0.991
99 H 4.168 1.526 -3.522  O90 1.044
100 O 3.115 -1.901 -5.077  H101 1.051, H102 0.957
101 H 3.978 -2.497 -5.012  O100 1.051
102 H 2.691 -1.972 -4.221  O100 0.957
103 O 2.230 1.603 4.262  H104 1.051, H105 0.916
104 H 3.275 1.709 4.230  O103 1.051
105 H 1.461 2.092 4.171  O103 0.916
106 O 3.909 0.892 -1.065  H107 0.967, H108 0.947
107 H 3.663 0.623 -1.961  O106 0.967
108 H 4.073 0.126 -0.533  O106 0.947
109 O 1.211 -2.619 5.992  H110 0.926, H111 1.009
110 H 1.655 -1.822 5.838  O109 0.926
111 H 1.742 -2.966 5.207  O109 1.009
112 O -2.618 -3.310 3.552  H113 0.993, H114 1.003
113 H -2.343 -2.529 4.098  O112 0.993
114 H -3.558 -2.979 3.666  O112 1.003
115 O 4.649 -2.871 -0.510  H116 0.949, H117 0.986
116 H 4.549 -1.928 -0.556  O115 0.949
117 H 5.286 -3.123 -1.219  O115 0.986
118 O 4.182 2.906 2.894  H119 0.974, H120 0.840
119 H 3.761 2.208 2.361  O118 0.974
120 H 3.843 3.103 3.637  O118 0.840

Properties
HOMO-LUMO gap ... 9.98 eV
Multiplicity ... 1
HOMO ... -10.77 eV
E_tot ... -83189.12960 eV

Q: What is the formula in the fourth record?
A: H80O40